46
Properties=species:S:1:pos:R:3 method="wB97M-V/def2-TZVPD" e_lumo_ha=-0.095 relative_energy_ev=1.6094 orbital_gap_ev=5.023 multiplicity=1 mol_weight_g_mol=417.3 homo_ev=-7.60
Cl -7.32654 3.28985 -0.58383
C -5.81560 2.49587 -0.57953
C -5.76186 1.09094 -0.62655
C -4.53016 0.45206 -0.66069
C -3.31795 1.18961 -0.65604
C -2.06532 0.50512 -0.74572
C -0.83894 1.15065 -0.66996
C 0.36918 0.56143 -1.03447
C 1.56368 1.34698 -1.22460
C 2.48450 1.01233 -2.24261
C 3.61836 1.78258 -2.45815
C 3.87405 2.88683 -1.62682
Cl 5.31431 3.78518 -1.83322
C 2.98057 3.23068 -0.59973
C 1.82456 2.47663 -0.41368
C -3.40081 2.61056 -0.62771
C -4.63308 3.25323 -0.59032
H -6.68601 0.52202 -0.64618
H -4.47166 -0.63567 -0.70904
H -2.08070 -0.57376 -0.92220
H -0.82239 2.19051 -0.33272
H 0.35323 -0.45184 -1.44483
H 2.25998 0.15592 -2.87980
H 4.32211 1.53144 -3.24602
H 3.20602 4.07199 0.04954
H 1.11469 2.74366 0.37128
H -2.48898 3.20453 -0.67295
H -4.68882 4.33723 -0.58555
C 3.91237 -3.29862 1.13083
N 2.57386 -2.77958 1.26366
C 2.38387 -1.39698 1.03062
O 3.38528 -0.71968 0.72596
C 1.06725 -0.91003 1.14950
C 0.01459 -1.72021 1.61470
O -1.15106 -1.33755 1.83872
N 0.30430 -3.08763 1.82551
C -0.76845 -3.92446 2.29451
C 1.56957 -3.67439 1.66809
O 1.78204 -4.87040 1.87172
H 3.86669 -4.37464 1.28590
H 4.29262 -3.06090 0.13363
H 4.57113 -2.83565 1.87326
H 0.94570 0.15520 1.25411
H -0.39445 -4.94300 2.34857
H -1.10194 -3.58828 3.28058
H -1.60981 -3.84976 1.60222